Molecular formula: C33H85N6NaO8
Method: DFT, the ωB97M-V functional and the def2-TZVPD basis

## Properties
* HOMO level: -6.6527 eV
* energy relative to the best compared isomer or geometry (same formula, charge and spin): 0.6 kcal/mol
* strongest force on any atom: 2.91 eV/A
* charge: 0
* lowest unoccupied orbital energy: -0.764 eV

Each line ends with the Mulliken charge.
Element x y z (Å)
Na1 -2.8720 2.3573 -1.7313  0.893
C1 0.7333 0.6437 0.2179  -0.698
C2 -0.2548 0.7207 -0.9057  2.290
O1 0.1206 1.6733 -1.8962  -1.236
H1 1.0826 1.5654 0.6833  0.089
H2 1.5960 0.0142 -0.0003  0.355
H3 0.2912 0.2211 1.1201  -0.149
H4 -1.2597 0.8391 -0.5005  -1.366
H5 -0.2706 -0.2465 -1.4080  -0.692
C3 2.6059 -0.7452 4.4615  -1.758
C4 1.3950 0.2481 4.2483  2.532
C5 0.0923 -0.1858 5.0115  -0.673
O2 -0.4785 -1.3923 4.5442  -0.475
C6 -0.9531 -1.4854 3.1701  -0.152
N1 1.8479 1.4551 4.8361  -0.532
H6 2.6744 -1.0935 5.4921  0.425
H7 3.5551 -0.3725 4.0767  0.431
H8 2.3229 -1.6510 3.9252  0.355
H9 1.1487 0.4354 3.2032  -1.282
H10 -0.6867 0.5631 4.8684  0.182
H11 0.2364 -0.3534 6.0789  0.292
H12 -1.5704 -2.3606 2.9674  0.276
H13 -0.0697 -1.5185 2.5325  0.043
H14 -1.5825 -0.6314 2.9198  0.165
H15 2.4128 1.1978 5.6328  0.299
H16 2.4940 1.9123 4.2087  0.074
C7 -5.4274 -0.3541 1.0933  -1.563
C8 -4.3854 0.2509 0.1517  1.737
C9 -4.4595 -0.4209 -1.2345  -0.939
O3 -3.4925 0.1425 -2.1718  -0.117
C10 -3.5906 -0.4704 -3.4676  -0.338
N2 -4.5416 1.6553 -0.0136  -0.418
H17 -6.4203 -0.4146 0.6478  0.384
H18 -5.4416 0.2486 2.0014  0.290
H19 -5.0932 -1.3276 1.4521  0.372
H20 -3.3827 0.1953 0.5754  -0.601
H21 -5.4365 -0.2891 -1.6996  0.477
H22 -4.3313 -1.4991 -1.1395  0.270
H23 -4.5120 -0.2349 -4.0001  0.328
H24 -3.4798 -1.5541 -3.4296  0.104
H25 -2.7085 -0.1334 -4.0120  -0.082
H26 -4.3094 2.0789 0.8734  -0.109
H27 -5.4807 1.8515 -0.3292  0.262
C11 0.1996 -0.6192 -6.3911  -1.674
C12 0.3866 -0.3060 -4.8631  1.038
C13 1.7253 -0.5433 -4.2299  0.111
O4 2.1269 -1.9799 -4.3011  -0.452
C14 3.1763 -2.2950 -3.3400  -0.540
N3 -0.0278 1.0673 -4.7118  -0.789
H28 0.2853 -1.7027 -6.4735  0.320
H29 0.9238 -0.1891 -7.0829  0.343
H30 -0.7597 -0.3138 -6.8089  0.441
H31 -0.3689 -0.8393 -4.2860  -0.195
H32 1.5965 -0.3296 -3.1688  -0.191
H33 2.4982 0.1320 -4.5971  0.433
H34 2.8808 -2.1601 -2.2995  0.013
H35 3.9788 -1.5869 -3.5464  0.410
H36 3.5224 -3.3033 -3.5668  0.262
H37 -0.1185 1.1880 -3.7132  0.377
H38 -0.9410 1.0604 -5.1432  0.323
C15 3.5229 3.2285 2.0681  -1.188
C16 2.6957 4.5433 1.8418  1.561
C17 3.1975 5.6605 2.7806  -1.207
O5 3.0767 5.4061 4.1335  -0.224
C18 3.5054 6.4183 4.9358  -0.875
N4 2.8768 4.8882 0.4241  -0.591
H39 3.6418 3.0205 3.1314  0.377
H40 4.4921 3.4714 1.6325  0.620
H41 3.0487 2.3396 1.6520  -0.173
H42 1.6191 4.3990 1.9324  -0.639
H43 2.5069 6.4896 2.6266  0.481
H44 4.1463 6.1355 2.5315  0.446
H45 4.5707 6.5833 4.7744  0.367
H46 3.3805 6.1266 5.9786  0.223
H47 3.0691 7.3851 4.6848  0.328
H48 3.8739 4.8360 0.2721  0.272
H49 2.7250 5.8863 0.4545  0.275
C19 -0.8495 2.9934 2.8996  -1.637
C20 -1.8276 3.3496 1.7439  2.901
C21 -3.1830 3.8931 2.2066  -1.016
O6 -3.9411 2.7798 2.7909  -0.339
C22 -5.3956 3.0307 2.9750  -0.910
N5 -1.1241 4.4050 0.9921  -0.583
H50 -0.5865 3.8434 3.5294  0.477
H51 0.0181 2.3806 2.6551  -0.081
H52 -1.2630 2.3504 3.6766  0.390
H53 -1.9454 2.4849 1.0908  -1.539
H54 -3.6612 4.1924 1.2739  0.392
H55 -3.1636 4.7619 2.8645  0.510
H56 -5.6195 3.7034 3.8029  0.306
H57 -5.9230 2.0784 3.0299  0.242
H58 -5.7488 3.4632 2.0389  0.378
H59 -1.1462 5.2209 1.5870  0.345
H60 -1.7188 4.6158 0.2034  0.289
C23 1.0510 -5.4757 -3.1432  -1.755
C24 0.9275 -5.6750 -1.6405  2.047
C25 1.4503 -4.4184 -0.8865  -1.870
C26 0.6375 -3.1099 -0.9944  0.850
C27 -0.7920 -3.5273 -0.4451  -1.058
C28 -1.4494 -4.7895 -1.1878  1.792
N6 -0.4540 -5.8641 -1.1512  0.271
O7 -0.9223 -7.0857 -1.5661  -0.513
C29 -2.7154 -5.2511 -0.4030  -1.864
C30 -1.9149 -4.3789 -2.5834  -1.592
C31 1.8560 -6.8039 -1.2370  -2.165
H61 0.7921 -4.4708 -3.4766  0.039
H62 0.3938 -6.1535 -3.6881  0.334
H63 2.0673 -5.6612 -3.4909  0.440
H64 1.6105 -4.5735 0.1804  0.446
H65 2.4783 -4.1649 -1.1457  0.635
H66 0.6104 -2.6486 -1.9816  -0.539
H67 1.0987 -2.3919 -0.3161  0.039
H68 -1.4599 -2.6660 -0.4409  0.027
H69 -0.7006 -3.7132 0.6250  0.506
H70 -3.3035 -5.9296 -1.0209  0.418
H71 -2.4283 -5.7568 0.5189  0.456
H72 -3.3461 -4.4150 -0.1009  0.270
H73 -2.7889 -3.7485 -2.4197  0.437
H74 -1.1500 -3.8071 -3.1089  0.078
H75 -2.1528 -5.2509 -3.1926  0.417
H76 1.8686 -7.7184 -1.8300  0.427
H77 1.5948 -7.0563 -0.2093  0.563
H78 2.9204 -6.5690 -1.2323  0.388
H79 -0.3268 -7.6998 -1.1304  0.402
C32 4.6485 1.1804 -2.3842  -1.025
C33 4.0609 2.2190 -1.4100  0.134
O8 2.6994 2.6586 -1.6560  -0.470
H80 4.4706 1.4265 -3.4311  0.312
H81 4.1719 0.2131 -2.2253  -0.033
H82 5.7356 1.1088 -2.3485  0.474
H83 4.6546 3.1330 -1.3905  0.339
H84 3.9380 1.7352 -0.4410  -0.014
H85 2.0955 1.9198 -1.7607  0.204

Forces on atoms 1 to 6 (eV/Å):
0.888 -0.498 -0.008
0.284 -0.337 1.785
1.376 1.307 -2.199
-1.424 -0.744 1.068
0.095 0.650 -0.953
0.177 0.120 -0.240